(1)
The following is a quantum chemistry calculation of a structure of composition C21H25CdIN8O7S at a distorted geometry, from the Open Molecules 2025 dataset.

Calculated values
Highest occupied orbital energy (Eh): -0.0726
LUMO level (eV): 3.4
Net charge: -2
Orbital gap (eV): 5.383
Energy relative to the best compared isomer or geometry (same formula, charge and spin) (kcal per mole): 5.6

The geometry in XYZ format:
```
64
Properties=species:S:1:pos:R:3:forces:R:3
Cd 12.195787 -12.529593 -0.815218 0.2 0.6 0.0
N 14.427432 -15.789194 1.627808 -0.1 -1.6 0.3
C 13.859875 -14.676549 1.071372 0.5 1.3 -0.1
S 14.230326 -14.339543 -0.588324 0.0 -0.1 -0.2
N 13.214215 -13.913952 1.910626 0.6 -1.0 0.6
N 12.918585 -12.708621 1.407239 -1.1 2.4 0.2
C 12.644940 -11.764650 2.251525 0.7 -1.7 -0.4
C 12.296012 -10.379815 1.988981 0.9 -1.6 -1.3
C 11.960149 -9.712097 3.117497 -0.1 1.6 1.3
C 11.873859 -8.317160 3.159172 0.1 -0.8 -0.8
C 12.162544 -7.628643 1.982435 0.6 -0.9 -0.4
C 12.456356 -8.322112 0.803539 0.5 1.1 -0.2
C 12.583889 -9.737152 0.736024 -0.5 0.2 -0.3
O 12.920753 -10.329805 -0.347406 -0.1 0.0 0.7
H 14.594005 -16.559480 0.969872 -0.2 0.6 0.5
H 13.947435 -16.068999 2.488923 0.3 0.1 -0.4
H 12.779651 -12.002198 3.319398 -0.2 -0.2 -0.2
H 11.944218 -10.332548 4.010607 -0.4 0.4 0.2
H 11.725610 -7.770531 4.048446 -0.2 0.4 1.0
H 12.372304 -6.571607 2.068623 -0.4 0.3 -0.3
H 12.783621 -7.772328 -0.098688 -0.3 -0.3 0.5
N 9.999149 -11.100377 -0.651941 0.3 -0.8 -2.3
C 8.948067 -11.671098 0.087614 -0.2 0.1 1.8
C 7.535238 -11.423259 -0.447575 0.6 -0.5 0.6
C 7.308847 -11.639834 -1.928331 -0.4 2.3 -1.4
C 7.874726 -12.838725 -2.656134 -1.5 -0.3 1.6
N 7.468896 -14.051004 -1.922263 -0.6 2.2 0.4
C 8.051684 -15.181270 -2.187291 0.2 -1.2 0.6
N 7.890653 -16.182754 -1.233030 0.3 -0.2 -1.6
N 8.722862 -15.420132 -3.285981 -0.2 1.0 0.0
C 9.220965 -13.128798 0.469009 0.4 -1.7 0.7
O 8.207164 -13.825407 0.841834 0.8 0.5 -0.6
O 10.421355 -13.530009 0.513829 -1.5 0.6 -0.2
H 10.475615 -10.275854 -0.380490 0.1 0.8 0.4
H 9.803250 -11.116318 -1.657784 0.5 0.4 0.6
H 9.000586 -11.231657 1.118127 -0.2 -0.1 -0.6
H 7.348366 -10.398926 -0.175010 -0.5 0.6 -0.2
H 6.891972 -12.054060 0.155025 -0.3 0.0 0.1
H 7.681381 -10.747861 -2.481077 0.5 -0.5 0.3
H 6.254415 -11.440247 -2.154277 -0.3 -0.8 0.2
H 8.922681 -12.775433 -2.618151 1.2 0.0 -0.3
H 7.509662 -12.879737 -3.653906 0.0 0.0 -0.9
H 7.352695 -13.837473 -0.918048 0.0 -0.6 -0.2
H 7.638324 -15.842807 -0.343340 -0.5 0.8 1.2
H 8.792308 -16.586262 -1.118244 0.7 -0.9 0.2
H 9.565876 -14.744765 -3.793224 -0.5 -0.2 -0.4
H 9.140645 -16.298642 -3.190104 0.7 -1.7 -0.2
O 10.395921 -11.315394 -4.488219 -0.1 0.1 0.4
C 11.121969 -11.823013 -3.616855 0.1 -0.4 -1.4
O 12.032226 -11.280797 -2.943867 -0.3 -0.7 0.5
C 10.892647 -13.390102 -3.420440 1.5 0.9 0.2
O 10.538338 -14.106817 -4.399521 -0.8 0.1 -0.1
O 11.089218 -13.863641 -2.284098 -0.2 -0.1 0.2
I 9.245056 -20.323164 1.861157 -0.9 -1.6 0.7
C 10.331702 -18.765834 1.185661 0.5 1.2 -0.8
C 9.923754 -17.493410 1.576665 -1.3 0.0 1.2
C 10.567829 -16.380838 1.095674 1.4 -0.3 -1.1
C 11.645411 -16.630093 0.181447 -0.5 0.0 1.3
C 11.974901 -17.963893 -0.121388 -0.7 0.9 0.3
N 11.308506 -19.037407 0.342150 -0.2 0.5 0.4
H 9.078153 -17.394844 2.304353 0.9 -0.1 -0.8
H 10.313428 -15.345439 1.369113 0.1 -0.6 -0.2
H 12.262815 -15.753646 -0.073510 -0.5 -0.8 -0.6
H 12.780280 -18.236369 -0.766055 0.6 0.3 -0.4
```
Forces are in eV/Å.

Atom charges from the Mulliken analysis, given in e for atoms 1 to 5: number 1, Cd, carries 1.849; number 2, N, carries -0.457; number 3, C, carries 0.136; number 4, S, carries -0.587; number 5, N, carries -1.140


(2)
The following is a quantum chemistry calculation of a structure of composition C5H8Ag3BBr4F4O3 at a distorted geometry, from the Open Molecules 2025 dataset.

Calculated values
Highest occupied orbital energy (Eh): -0.2170
LUMO level (eV): -3.7
Net charge: 0
Orbital gap (eV): 2.162
Energy relative to the best compared isomer or geometry (same formula, charge and spin) (kcal per mole): 264.4

The geometry in XYZ format:
```
28
Properties=species:S:1:pos:R:3:forces:R:3
Ag 1.807788 5.954891 -1.608212 -0.3 0.0 0.1
Ag -3.203532 5.446441 2.240328 0.1 0.0 -0.1
Ag -5.134702 4.756801 -3.257652 0.2 0.0 0.0
C -1.637832 9.503031 -0.997002 -2.8 2.1 1.4
O -0.947222 9.249791 -0.027002 3.0 -0.3 2.7
O -2.304992 10.568561 -1.036642 0.3 0.9 -0.4
O -1.908712 8.598291 -1.747452 -0.5 -3.2 -3.6
B -1.361902 1.884761 -0.902552 -0.3 -1.0 -0.6
F -1.110282 2.360231 -2.147272 0.7 1.7 -2.3
F -2.720262 2.017801 -0.688222 -1.7 0.2 0.7
F -0.994592 0.558601 -0.963642 0.3 -1.2 0.9
F -0.679622 2.598141 0.042328 1.0 0.9 1.3
Br 1.127448 -4.429489 5.152158 -0.9 -0.1 -0.5
C -0.554492 -4.804269 4.116858 1.3 -0.5 -0.7
C -1.684712 -3.969799 4.593888 -0.2 0.4 0.9
Br -3.306532 -4.493909 3.649688 0.2 0.1 0.1
H -0.668482 -5.887609 4.155238 -0.3 0.2 0.5
H -0.325752 -4.605899 3.069748 0.2 0.3 0.2
H -1.503872 -2.903769 4.456128 -0.1 -0.2 -0.4
H -1.861232 -4.082419 5.663598 -0.2 -0.3 -0.1
Br 3.353408 -3.332679 -5.277102 -0.3 -0.6 1.3
C 3.054768 -3.925459 -3.384532 0.9 0.9 0.6
C 3.998758 -3.134719 -2.399082 -1.6 -0.7 -0.7
Br 5.805778 -3.778029 -2.389072 0.1 -0.1 0.0
H 3.160248 -5.000449 -3.238362 0.6 0.0 -0.6
H 2.023758 -3.779259 -3.062442 -0.1 0.7 -0.5
H 3.532868 -3.308009 -1.429032 0.5 0.1 0.2
H 4.043908 -2.061589 -2.584692 -0.2 -0.2 -0.2
```
Forces are in eV/Å.

Atom charges from the Mulliken analysis, given in e for atoms 1 to 5: number 1, Ag, carries 0.664; number 2, Ag, carries 0.556; number 3, Ag, carries 0.555; number 4, C, carries 0.779; number 5, O, carries -0.522


> Which formula does entry 1 have?

C21H25CdIN8O7S


> The lowest net charge belongs to which entry?

C21H25CdIN8O7S